A molecular structure, C35H24N8O9PbS2, computed with ωB97M-V/def2-TZVPD.

Frontier orbital gap in eV: 5.95
LUMO level in eV: 3.8
Charge: -2
ΔE to the lowest compared entry with this formula, charge and spin in kcal/mol: 144.6

Each line ends with the Löwdin charge.
Cartesian coordinates (Å):
Pb  0.024  -0.173  0.447  1.3404
N  -2.070  4.108  0.984  0.0425
C  -1.123  3.117  0.917  -0.8821
S  -1.504  1.669  1.778  0.5403
N  -0.048  3.471  0.247  -0.0172
N  0.890  2.510  0.079  -0.0064
C  2.021  2.919  -0.378  -0.2075
C  2.270  4.364  -0.691  -0.1919
C  1.635  4.977  -1.768  -0.0319
C  1.887  6.306  -2.075  -0.0909
C  2.772  7.047  -1.301  -0.1124
C  3.392  6.451  -0.212  -0.0954
C  3.143  5.117  0.087  -0.0408
C  3.123  1.941  -0.573  -0.2210
C  4.366  2.316  -1.089  -0.0288
C  5.375  1.366  -1.156  -0.0872
C  5.130  0.081  -0.706  -0.0618
C  3.852  -0.219  -0.246  -0.0990
N  2.881  0.683  -0.205  0.0818
H  -2.992  3.803  1.242  0.0607
H  -1.999  4.816  0.270  0.0808
H  0.934  4.402  -2.361  0.0985
H  1.393  6.765  -2.924  0.0946
H  2.975  8.083  -1.545  0.0899
H  4.075  7.024  0.404  0.0939
H  3.627  4.652  0.940  0.1219
H  4.539  3.324  -1.438  0.1014
H  6.346  1.637  -1.555  0.0953
H  5.901  -0.680  -0.709  0.0983
H  3.607  -1.207  0.137  0.0885
O  3.018  -2.707  1.596  -0.0238
C  1.880  -2.365  1.966  -0.6679
O  1.476  -1.178  2.181  -0.2147
C  0.874  -3.471  2.221  -0.0230
C  1.213  -4.423  3.100  0.0463
C  0.379  -5.568  3.418  -0.1548
C  -0.767  -5.802  2.726  0.0894
C  -1.173  -4.823  1.822  -0.1601
C  -0.498  -3.477  1.583  -0.5255
O  -1.395  -2.489  1.993  -0.1845
N  -2.290  -4.778  1.133  -0.1542
O  -3.058  -5.694  0.891  0.0006
O  -4.557  -3.595  1.812  -0.0336
N  0.759  -6.458  4.469  -0.3799
O  0.095  -7.477  4.672  -0.0005
O  1.749  -6.180  5.143  0.0164
H  2.175  -4.361  3.589  0.1198
H  -1.366  -6.685  2.895  0.1264
O  -0.630  -3.245  0.177  -0.1848
S  -2.376  -2.812  0.339  0.8597
O  -2.972  -3.387  -0.867  -0.3489
N  -2.112  -1.216  -0.148  -0.2656
C  -3.051  -0.554  -0.880  -0.2822
C  -4.417  -0.870  -1.027  -0.0333
C  -5.318  -0.027  -1.679  -0.0970
C  -4.931  1.141  -2.286  -0.0959
C  -3.560  1.449  -2.312  -0.1775
C  -3.049  2.552  -3.029  -0.0393
C  -1.703  2.749  -3.130  -0.0796
C  -0.848  1.851  -2.470  -0.1726
N  -1.281  0.862  -1.730  0.0362
C  -2.617  0.619  -1.632  -0.1558
C  -3.838  -2.467  1.519  -0.2587
C  -3.966  -1.293  2.131  -0.0664
C  -4.869  -0.978  3.229  -0.0676
C  -6.029  -1.587  3.501  -0.1122
C  -6.602  -2.636  2.660  -0.0913
C  -5.928  -3.459  1.869  -0.1111
H  -4.782  -1.795  -0.625  0.0847
H  -6.365  -0.311  -1.699  0.0962
H  -5.644  1.798  -2.773  0.0893
H  -3.748  3.223  -3.518  0.1051
H  -1.295  3.579  -3.693  0.0884
H  0.230  1.952  -2.552  0.0972
H  -3.266  -0.523  1.837  0.0552
H  -4.553  -0.146  3.852  0.1016
H  -6.632  -1.248  4.338  0.0835
H  -7.683  -2.725  2.641  0.0912
H  -6.429  -4.168  1.220  0.1207


A molecular structure, C35H25AsN3O4Se2Tc, computed with ωB97M-V/def2-TZVPD.

Frontier orbital gap (alpha / beta) in eV: 6.67 / 4.82
LUMO level (alpha / beta) in eV: -9.8 / -11.7
Charge: +3
Spin multiplicity: 4

Each line ends with the Löwdin charge.
Cartesian coordinates (Å):
Tc  1.676  0.125  -0.267  1.1121
Se  4.840  0.480  0.080  0.8269
Se  3.219  2.191  -0.138  0.7637
C  2.621  2.041  -2.000  -0.5886
C  3.121  2.759  -3.053  -0.0296
C  2.517  2.556  -4.297  0.0179
C  1.463  1.667  -4.411  0.0108
C  1.017  0.987  -3.286  -0.0786
N  1.590  1.183  -2.095  -0.1453
C  3.942  -0.544  1.464  -0.6290
C  4.741  -1.147  2.411  -0.0595
C  4.142  -1.988  3.340  0.0176
C  2.768  -2.180  3.298  -0.0010
C  2.035  -1.523  2.334  -0.0988
N  2.612  -0.715  1.422  -0.1535
H  3.947  3.446  -2.925  0.1340
H  2.882  3.089  -5.166  0.1408
H  0.991  1.484  -5.367  0.1355
H  0.212  0.264  -3.327  0.1319
H  5.808  -0.969  2.422  0.1265
H  4.746  -2.487  4.087  0.1409
H  2.271  -2.835  4.002  0.1327
H  0.967  -1.666  2.232  0.1056
C  0.862  5.262  2.214  -0.0316
C  0.650  4.994  0.865  -0.0524
C  0.280  3.720  0.465  -0.1643
C  0.112  2.714  1.419  -0.3972
C  0.323  2.980  2.767  -0.0866
C  0.701  4.260  3.160  -0.0375
As  -0.389  0.948  0.796  1.3237
C  -1.502  0.255  2.212  -0.2511
C  -1.160  -0.218  3.442  -0.0578
C  -2.176  -0.653  4.319  0.0409
C  -3.527  -0.617  3.951  0.0035
C  -3.884  -0.127  2.722  0.0624
C  -2.880  0.332  1.825  -0.1336
C  -3.144  0.900  0.561  -0.1335
C  -4.446  1.117  0.029  0.0606
C  -4.585  1.705  -1.201  0.0024
C  -3.447  2.082  -1.929  0.0401
C  -2.147  1.871  -1.426  -0.0449
C  -1.999  1.298  -0.200  -0.2451
H  1.143  6.259  2.527  0.1265
H  0.760  5.783  0.131  0.1231
H  0.104  3.521  -0.589  0.0905
H  0.191  2.213  3.518  0.0958
H  0.862  4.474  4.208  0.1243
H  -0.129  -0.255  3.769  0.1061
H  -1.904  -1.023  5.300  0.1359
H  -4.285  -0.967  4.639  0.1372
H  -4.928  -0.090  2.442  0.1305
H  -5.326  0.829  0.588  0.1306
H  -5.570  1.882  -1.610  0.1364
H  -3.572  2.550  -2.898  0.1350
H  -1.291  2.173  -2.014  0.0976
O  -1.182  -1.403  -0.081  0.0009
C  -0.367  -1.972  -0.797  -0.5063
O  0.862  -1.497  -0.983  -0.2206
C  -0.657  -3.194  -1.565  -0.1316
C  -1.930  -3.768  -1.525  0.0115
C  -2.187  -4.921  -2.246  -0.0150
C  -1.180  -5.508  -3.006  0.0498
C  0.065  -4.915  -3.028  -0.1097
C  0.351  -3.771  -2.325  0.0611
N  1.152  -5.520  -3.838  -0.3447
O  0.912  -6.557  -4.404  0.1287
O  2.212  -4.925  -3.869  0.0850
H  -2.701  -3.305  -0.924  0.1228
H  -3.170  -5.372  -2.220  0.1249
H  -1.349  -6.412  -3.576  0.1377
H  1.344  -3.352  -2.378  0.1248


5 unconnected molecules or ions with the total composition C35H25F5N2O8S, computed with ωB97M-V/def2-TZVPD.

Frontier orbital gap in eV: 6.60
SMILES: FC(F)(F)C(F)(F)CCCc1cccc2nsnc12.O=C1C=CC(=O)C=C1.O=C1C=CC(=O)C=C1.O=C1C=CC(=O)C=C1.O=C1C=CC(=O)C=C1
LUMO level in eV: -1.8

Each line ends with the Löwdin charge.
Cartesian coordinates (Å):
F  1.661  5.438  1.753  0.0350
C  0.836  4.210  1.629  -0.1239
F  -0.561  4.612  2.024  0.0114
F  0.726  3.709  0.220  0.0235
C  1.279  2.988  2.635  -0.1798
F  1.030  1.686  1.951  0.0029
F  0.342  3.008  3.814  -0.0312
C  2.792  3.139  3.261  -0.0770
C  3.959  2.852  2.102  -0.1804
C  4.801  4.205  1.684  -0.1678
C  4.421  4.545  0.101  -0.0903
C  3.982  6.096  -0.304  -0.0322
C  3.544  6.516  -1.828  -0.0492
C  3.544  5.357  -3.008  -0.0106
C  4.016  3.828  -2.652  -0.2157
N  4.124  2.567  -3.481  -0.2997
S  4.681  1.186  -2.510  0.8794
N  4.867  1.968  -0.957  -0.3107
C  4.447  3.443  -1.117  -0.1781
H  2.914  2.245  4.041  0.1435
H  2.966  4.173  3.808  0.1383
H  3.400  2.330  1.217  0.0989
H  4.776  2.068  2.479  0.1301
H  5.978  4.053  1.798  0.1262
H  4.540  5.111  2.402  0.1117
H  3.943  6.928  0.542  0.0984
H  3.213  7.631  -2.015  0.0914
H  3.209  5.570  -4.122  0.0960
O  -4.493  1.660  -1.721  0.0970
C  -3.292  1.436  -1.782  -0.3827
C  -2.387  1.803  -0.676  0.0328
C  -1.074  1.559  -0.744  0.0028
C  -0.474  0.911  -1.927  -0.4041
O  0.727  0.687  -1.988  0.0949
C  -1.380  0.544  -3.034  0.0196
C  -2.692  0.788  -2.965  0.0252
H  -2.842  2.277  0.186  0.1254
H  -0.396  1.823  0.058  0.0881
H  -0.925  0.071  -3.895  0.1261
H  -3.371  0.525  -3.768  0.1227
O  -0.922  -2.837  -2.431  0.0910
C  -1.507  -2.931  -1.360  -0.3663
C  -2.400  -4.071  -1.072  0.0258
C  -3.039  -4.172  0.097  0.0310
C  -2.880  -3.150  1.151  -0.3805
O  -3.465  -3.245  2.221  0.0943
C  -1.988  -2.010  0.862  0.0345
C  -1.348  -1.909  -0.307  0.0311
H  -2.505  -4.813  -1.854  0.0730
H  -3.698  -5.002  0.325  0.1235
H  -1.882  -1.269  1.645  0.1121
H  -0.689  -1.080  -0.534  0.0992
O  -3.383  -5.882  -3.145  0.0769
C  -3.024  -6.230  -4.261  -0.3565
C  -3.940  -6.942  -5.175  0.0260
C  -3.545  -7.324  -6.393  0.0251
C  -2.178  -7.050  -6.879  -0.3817
O  -1.819  -7.399  -7.995  0.1042
C  -1.263  -6.338  -5.966  0.0282
C  -1.657  -5.956  -4.747  0.0333
H  -4.939  -7.135  -4.804  0.1231
H  -4.204  -7.848  -7.075  0.1237
H  -0.263  -6.145  -6.337  0.1253
H  -0.998  -5.432  -4.065  0.1195
O  -1.497  -0.485  8.782  0.0989
C  -1.165  -0.622  7.612  -0.3844
C  -0.813  -1.947  7.065  0.0225
C  -0.448  -2.095  5.788  0.0248
C  -0.384  -0.941  4.869  -0.3750
O  -0.052  -1.077  3.700  0.0888
C  -0.736  0.384  5.416  0.0255
C  -1.101  0.532  6.694  0.0267
H  -0.865  -2.783  7.751  0.1228
H  -0.186  -3.059  5.371  0.1230
H  -0.684  1.221  4.730  0.0989
H  -1.363  1.497  7.111  0.1237


no.,calculated total energy (hartree)
1,-3452.37812
2,-8932.37282
3,-2957.07590